{
  "formula": "C51H98N7O6P",
  "method": "ωB97M-V/def2-TZVPD",
  "symbols": ["P", "O", "O", "O", "O", "O", "O", "N", "N", "N", "N", "N", "N", "N", "C", "C", "C", "C", "C", "C", "C", "C", "C", "C", "C", "C", "C", "C", "C", "C", "C", "C", "C", "C", "C", "C", "C", "C", "C", "C", "C", "C", "C", "C", "C", "C", "C", "C", "C", "C", "C", "C", "C", "C", "C", "C", "C", "C", "C", "C", "C", "C", "C", "C", "C", "H", "H", "H", "H", "H", "H", "H", "H", "H", "H", "H", "H", "H", "H", "H", "H", "H", "H", "H", "H", "H", "H", "H", "H", "H", "H", "H", "H", "H", "H", "H", "H", "H", "H", "H", "H", "H", "H", "H", "H", "H", "H", "H", "H", "H", "H", "H", "H", "H", "H", "H", "H", "H", "H", "H", "H", "H", "H", "H", "H", "H", "H", "H", "H", "H", "H", "H", "H", "H", "H", "H", "H", "H", "H", "H", "H", "H", "H", "H", "H", "H", "H", "H", "H", "H", "H", "H", "H", "H", "H", "H", "H", "H", "H", "H", "H", "H", "H"],
  "coordinates": [[0.012, 1.102, 3.371], [0.351, 2.604, 2.968], [-2.536, -0.597, 2.171], [-2.688, 0.667, -0.466], [-1.240, 1.069, 4.133], [1.309, 0.566, 4.125], [0.154, 4.951, -3.861], [-4.268, 3.478, -5.148], [-4.153, 7.057, -10.056], [-0.090, -7.830, 4.950], [2.326, -5.741, 2.111], [7.367, 0.051, 7.006], [4.294, -0.662, 1.864], [-2.489, -3.938, -2.716], [1.327, -1.910, -1.779], [-2.920, 3.836, -9.597], [9.012, 0.424, 3.663], [0.743, 5.384, -2.654], [-3.490, 6.147, -10.287], [-3.439, -2.037, 0.401], [1.076, 1.666, 6.322], [-2.262, -1.234, 0.941], [-1.053, -1.013, -1.245], [-4.820, 4.484, -5.171], [-1.088, 4.325, -3.694], [-1.319, -6.230, 2.353], [4.318, -2.767, 3.401], [2.808, 1.619, -2.865], [-4.705, 6.845, -4.417], [-1.633, -0.240, -0.063], [8.202, -0.476, 6.419], [9.241, -1.151, 5.646], [9.958, -0.197, 4.682], [2.600, 2.353, 1.882], [0.157, 0.097, 1.895], [-0.746, -6.291, 8.019], [-4.597, 6.496, -2.939], [-3.945, -3.075, 1.418], [2.256, -0.676, -1.687], [-2.676, 4.222, -8.145], [4.555, -1.366, 5.515], [-3.617, -3.871, -2.926], [4.290, -1.591, 2.540], [2.014, 2.695, -3.616], [-1.985, -5.675, 7.383], [1.481, -5.891, 1.347], [-0.558, 0.644, 0.633], [0.088, -1.973, -0.871], [-2.636, 4.994, -10.563], [0.438, -6.369, 7.047], [-5.361, -3.192, -4.559], [0.141, -7.190, 5.876], [2.117, 0.244, -2.914], [-4.810, -1.783, -4.731], [-0.942, -5.506, 1.069], [-3.165, 0.670, -1.794], [-5.052, -3.778, -3.175], [1.584, 3.226, 2.578], [-3.760, 0.081, 2.366], [2.246, 5.072, -2.636], [3.771, -2.458, 4.801], [1.985, 1.258, 5.185], [0.349, -6.039, 0.437], [-5.476, 5.788, -5.218], [2.692, 4.074, -3.702], [-2.797, -5.604, 8.106], [-1.832, -1.610, -1.715], [0.517, 0.809, 6.700], [0.582, -5.502, -0.485], [-0.685, -0.338, -2.020], [-3.604, -0.294, -2.079], [-0.819, -4.438, 1.264], [-1.050, 1.591, 0.860], [-0.307, -2.990, -0.980], [1.907, -2.819, -1.591], [0.389, -1.866, 0.176], [1.227, -0.020, 1.708], [-0.433, -5.699, 8.880], [-4.959, -2.860, 1.759], [-2.864, 3.382, -7.479], [-5.220, 7.799, -4.542], [1.830, 2.321, -4.629], [-4.072, 0.622, 1.471], [9.943, -1.602, 6.349], [-3.335, 5.036, -7.839], [-5.476, -4.777, -3.062], [-5.561, 6.076, -6.267], [2.009, 3.688, 3.473], [-3.954, 3.512, -9.730], [3.792, 1.542, -3.341], [2.750, 0.561, 5.534], [-4.952, -3.854, -5.324], [-5.481, -3.147, -2.393], [2.514, 2.117, 4.766], [-4.249, -1.365, 0.098], [-5.584, 6.380, -2.489], [-6.445, -3.190, -4.686], [3.407, 2.992, 1.516], [-3.711, 6.963, -4.853], [-0.970, -7.294, 8.386], [-0.549, -6.110, 3.114], [3.777, 3.946, -3.622], [2.169, 1.861, 1.009], [1.028, 2.789, -3.146], [3.799, -3.385, 5.377], [-2.286, 2.993, -9.875], [2.722, -2.168, 4.714], [-0.207, -0.883, 2.208], [1.055, 0.408, -3.129], [10.741, -0.763, 4.173], [0.705, -5.370, 6.694], [-1.779, -4.670, 7.011], [-2.336, -6.279, 6.544], [-1.724, 4.865, -2.980], [0.356, 2.430, 6.024], [8.247, 1.028, 4.153], [-3.316, -3.082, 2.313], [8.767, -1.962, 5.089], [0.250, -7.098, 0.190], [-4.557, -0.602, 2.688], [4.496, -0.420, 4.973], [-1.597, 5.318, -10.475], [0.239, 4.899, -1.808], [-0.961, 3.302, -3.330], [-3.935, -4.084, 1.000], [-3.109, -2.548, -0.506], [2.989, 1.921, -1.827], [-1.590, 4.298, -4.660], [-1.742, -5.596, 0.331], [10.455, 0.583, 5.261], [-2.386, 0.915, -2.517], [-4.051, 5.563, -2.792], [-5.073, -1.381, -5.709], [-1.644, 4.548, -7.993], [3.741, -3.560, 2.920], [5.355, -3.106, 3.458], [9.556, 1.069, 2.974], [1.698, 2.065, 7.128], [2.502, 4.519, -4.681], [2.519, 4.682, -1.654], [-1.455, -7.300, 2.190], [-1.489, -1.971, 1.195], [1.318, -6.791, 7.534], [1.288, 4.045, 1.921], [2.510, -0.312, -3.773], [2.103, -0.125, -0.751], [0.981, -1.979, -2.819], [2.805, 6.004, -2.764], [-3.939, 1.439, -1.846], [-4.071, 7.279, -2.394], [8.507, -0.343, 3.074], [-6.487, 5.672, -4.823], [0.202, 0.868, -0.124], [4.165, -1.199, 6.519], [-2.802, 4.694, -11.599], [5.609, -1.626, 5.615], [-2.252, -5.828, 2.751], [3.049, 1.608, 2.537], [-3.553, 0.796, 3.163], [-5.211, -1.106, -3.974], [0.576, 6.464, -2.546], [3.296, -1.016, -1.651], [-3.722, -1.773, -4.648]],
  "forces_ev_per_angstrom": [[0.0, 0.2, 0.1], [0.0, 0.3, -0.1], [0.1, -0.3, 0.1], [0.2, 0.2, 0.0], [0.1, 0.1, -0.1], [0.4, -0.2, 0.3], [0.0, 0.3, -0.3], [0.0, -0.2, 0.1], [0.0, -0.1, 0.0], [0.0, 0.0, 0.2], [0.0, 0.0, -0.1], [0.1, 0.0, 0.0], [-0.1, 0.0, 0.0], [-0.1, 0.0, -0.1], [0.0, 0.0, -0.1], [0.0, 0.1, 0.0], [0.0, 0.0, 0.0], [0.0, -0.1, 0.2], [-0.1, 0.3, 0.0], [-0.1, 0.0, -0.1], [0.0, 0.1, 0.1], [-0.1, 0.0, 0.0], [0.3, -0.1, -0.1], [0.0, 0.0, 0.0], [-0.3, 0.1, 0.0], [0.0, 0.1, 0.0], [-0.1, -0.1, 0.1], [0.2, -0.1, 0.0], [0.0, 0.0, 0.0], [-0.3, -0.2, 0.1], [-0.2, 0.1, 0.1], [0.1, 0.0, 0.0], [0.0, 0.0, 0.0], [0.2, 0.0, -0.1], [0.0, -0.3, -0.4], [0.0, 0.0, 0.0], [0.0, 0.0, 0.0], [0.0, 0.0, 0.1], [0.0, 0.1, -0.1], [0.0, -0.1, 0.0], [0.0, -0.1, 0.0], [0.2, 0.0, 0.1], [0.1, 0.1, -0.2], [0.0, -0.1, 0.1], [0.0, 0.0, 0.0], [0.1, 0.1, 0.3], [-0.1, 0.0, 0.0], [0.2, -0.3, -0.1], [0.0, -0.1, 0.0], [0.0, 0.1, 0.1], [0.0, 0.0, 0.0], [0.0, -0.1, -0.2], [-0.1, 0.1, 0.1], [0.0, 0.0, 0.0], [-0.1, 0.1, 0.0], [0.0, -0.2, 0.0], [-0.1, 0.0, -0.1], [-0.1, 0.2, 0.0], [0.0, 0.2, -0.1], [0.2, 0.1, 0.1], [0.0, 0.0, 0.0], [0.0, -0.2, 0.1], [0.0, 0.0, -0.1], [0.0, 0.1, 0.0], [0.0, -0.1, -0.1], [0.0, 0.0, 0.0], [0.0, 0.1, -0.1], [0.0, 0.0, 0.0], [0.0, 0.0, 0.0], [-0.1, 0.2, 0.2], [0.0, 0.1, 0.0], [0.0, 0.0, 0.0], [0.0, -0.1, 0.0], [0.0, 0.0, 0.2], [0.0, 0.1, 0.0], [0.1, 0.1, -0.1], [0.0, 0.0, 0.0], [0.0, 0.0, 0.0], [0.0, 0.0, -0.1], [0.0, 0.0, 0.0], [0.0, 0.0, 0.0], [0.0, 0.0, 0.0], [0.0, 0.0, 0.1], [0.0, 0.0, 0.0], [0.0, 0.0, 0.0], [0.0, 0.0, 0.0], [0.0, 0.0, 0.0], [0.0, 0.0, 0.0], [0.0, 0.0, 0.0], [0.0, 0.0, 0.2], [-0.2, 0.1, 0.0], [0.0, 0.0, 0.0], [0.0, 0.0, 0.0], [-0.1, 0.0, 0.0], [0.1, 0.0, 0.1], [0.0, 0.0, 0.0], [0.0, 0.0, 0.0], [0.0, 0.0, 0.0], [0.0, 0.0, 0.0], [0.0, 0.0, 0.0], [0.0, 0.0, 0.0], [-0.1, 0.0, 0.0], [0.0, -0.1, 0.0], [0.2, 0.0, -0.1], [0.0, 0.0, 0.0], [0.0, 0.0, 0.0], [0.0, 0.0, 0.0], [0.0, 0.1, -0.1], [0.0, 0.0, 0.1], [0.0, 0.0, 0.0], [0.0, 0.0, 0.0], [0.0, 0.0, 0.0], [0.0, 0.0, 0.0], [0.0, 0.0, -0.1], [0.0, -0.1, 0.0], [0.0, 0.0, 0.0], [0.0, 0.0, -0.1], [0.0, 0.0, 0.0], [0.0, 0.0, 0.0], [0.0, 0.0, -0.1], [0.1, -0.1, 0.0], [0.0, 0.0, 0.0], [0.1, 0.0, 0.0], [-0.1, -0.1, 0.1], [0.0, 0.0, 0.0], [0.0, 0.0, 0.1], [-0.1, 0.0, 0.0], [0.0, 0.0, 0.1], [0.0, 0.0, -0.1], [0.0, 0.0, 0.0], [0.0, 0.1, -0.1], [0.0, 0.0, 0.0], [0.0, 0.0, 0.0], [0.0, 0.0, 0.0], [0.0, 0.0, 0.0], [0.0, 0.0, 0.0], [0.0, 0.0, 0.0], [-0.1, 0.0, 0.0], [0.0, -0.1, 0.0], [0.0, 0.0, 0.1], [0.0, 0.0, 0.0], [-0.1, 0.1, -0.1], [0.0, 0.0, 0.0], [-0.1, 0.0, 0.0], [-0.2, 0.0, 0.0], [-0.1, 0.0, -0.1], [0.0, -0.1, 0.1], [0.0, -0.1, 0.0], [0.1, -0.1, 0.0], [0.0, 0.0, 0.0], [0.0, 0.0, 0.0], [0.0, 0.0, 0.0], [-0.1, 0.1, 0.1], [0.0, 0.0, 0.0], [0.0, 0.0, 0.0], [0.0, 0.0, 0.0], [0.0, 0.0, 0.0], [-0.1, -0.1, -0.1], [-0.1, -0.1, 0.0], [0.0, 0.0, 0.0], [0.0, -0.1, 0.0], [0.0, 0.0, 0.1], [0.0, 0.0, 0.0]],
  "e_tot_ha": -3178.1245,
  "orbital_gap_ev": 9.237,
  "smiles": "CCOP(=O)(CC[C@](CCCCCCCCCCOC)(OC)[C@H](CC)OC)OCC.CCCC#N.CCCC#N.CCCC#N.CCCC#N.CCCC#N.CCCC#N.CCCC#N",
  "fmax_ev_per_a": 0.5,
  "e_homo_ev": -8.61,
  "relative_energy_kcal_mol": 0.0
}